Entry 1:
Computed, not measured: one molecule with the formula CH4N2OS, with the ωB97M-V functional and the def2-TZVPD basis.

Last column: Mulliken charge in e.
CARTESIAN COORDINATES (ANGSTROEM)
C (0.895, -0.222, 1.752)  -0.18
N (0.078, -0.252, 0.734)  -0.27
S (-1.010, 0.886, 0.303)  0.12
O (-1.658, -0.062, -1.093)  -0.26
N (-0.675, -0.242, -2.053)  -0.37
H (1.567, -1.060, 2.163)  0.23
H (1.093, 0.743, 2.278)  0.20
H (-0.479, 0.828, -2.364)  0.26
H (0.189, -0.620, -1.720)  0.28

Calculated values
Frontier orbital gap   0.3453 Ha
Structure (SMILES)   C=NSON
Relative energy (zero: lowest compared OMol25 entry of this formula, charge and spin)   426.2 kJ/mol
HOMO   -9.07 eV

---

Entry 2:
Computed, not measured: one molecule with the formula CH4N2OS, with the ωB97M-V functional and the def2-TZVPD basis.

Last column: Mulliken charge in e.
CARTESIAN COORDINATES (ANGSTROEM)
O (1.524, -1.101, -0.201)  -0.31
N (1.687, 0.141, 0.268)  -0.26
C (0.807, 1.011, 0.114)  0.08
N (-0.529, 0.885, -0.457)  -0.39
S (-1.534, -0.409, 0.078)  -0.20
H (0.584, -1.319, -0.537)  0.32
H (1.093, 1.951, 0.614)  0.30
H (-0.936, 1.799, -0.470)  0.29
H (-1.331, -0.318, 1.396)  0.17

Calculated values
Frontier orbital gap   0.3624 Ha
Structure (SMILES)   O/N=C\NS
Relative energy (zero: lowest compared OMol25 entry of this formula, charge and spin)   301.1 kJ/mol
HOMO   -9.35 eV

---

Entry 3:
Computed, not measured: one molecule with the formula CH4N2OSi, with the ωB97M-V functional and the def2-TZVPD basis.

Last column: Mulliken charge in e.
CARTESIAN COORDINATES (ANGSTROEM)
N (-0.789, 0.928, 0.176)  -0.46
Si (-0.561, -0.701, -0.060)  0.28
N (1.098, -0.947, 0.378)  -0.32
C (1.978, -0.172, 0.189)  0.60
O (2.767, 0.628, -0.035)  -0.40
H (-1.703, 1.440, 0.429)  0.28
H (-0.562, 1.604, -0.495)  0.23
H (-0.616, -1.347, -1.360)  -0.10
H (-1.613, -1.434, 0.777)  -0.11

Calculated values
Frontier orbital gap   0.4124 Ha
Structure (SMILES)   N[SiH2]N=C=O
Relative energy (zero: lowest compared OMol25 entry of this formula, charge and spin)   53.9 kJ/mol
HOMO   -10.58 eV

---

Entry 4:
Computed, not measured: CH4N2OSn as an isolated structure, with the ωB97M-V functional and the def2-TZVPD basis.

Last column: Mulliken charge in e.
CARTESIAN COORDINATES (ANGSTROEM)
Sn (0.206, -1.089, -3.753)  0.88
C (-0.007, 0.267, -0.037)  0.69
O (0.093, 0.377, -1.246)  -0.62
N (-0.815, -0.588, 0.470)  -0.38
N (0.589, 0.931, 0.871)  -0.41
H (-0.982, -0.595, 1.466)  0.19
H (-1.030, -1.388, -0.108)  0.18
H (0.646, 0.516, 1.791)  0.22
H (1.301, 1.569, 0.546)  0.25

Calculated values
Frontier orbital gap (spin up / spin down)   0.2202 / 0.2960 Ha
Total charge   +1
Relative energy (zero: lowest compared OMol25 entry of this formula, charge and spin)   36.9 kJ/mol
HOMO (spin up / spin down)   -12.24 / -14.13 eV
2S+1   2

---

Entry 5:
Computed, not measured: one molecule with the formula CH4N2S, with the ωB97M-V functional and the def2-TZVPD basis.

Last column: Mulliken charge in e.
CARTESIAN COORDINATES (ANGSTROEM)
H (-2.513, -0.305, -0.728)  0.20
N (-1.960, 0.482, -0.473)  -0.45
C (-0.713, 0.526, -0.215)  0.05
N (0.551, -0.344, -0.047)  -0.34
S (2.152, 0.304, -0.239)  -0.14
H (-0.401, 1.587, -0.070)  0.23
H (0.374, -1.235, -0.644)  0.30
H (2.848, -0.572, 0.553)  0.15

Calculated values
Frontier orbital gap   0.3576 Ha
Structure (SMILES)   [H]/N=C\NS
Relative energy (zero: lowest compared OMol25 entry of this formula, charge and spin)   225.7 kJ/mol
HOMO   -9.10 eV

---

Entry 6:
Computed, not measured: one molecule with the formula CH4N2S, with the ωB97M-V functional and the def2-TZVPD basis.

Last column: Mulliken charge in e.
CARTESIAN COORDINATES (ANGSTROEM)
N (-0.970, -0.944, -0.051)  -0.58
N (-0.580, 0.453, 0.141)  -0.14
C (0.731, 0.599, -0.026)  -0.12
S (1.962, -0.368, 0.026)  -0.33
H (-0.683, -1.459, 0.793)  0.30
H (-0.004, -1.114, -0.650)  0.29
H (-1.485, 1.127, -0.312)  0.33
H (1.029, 1.706, 0.079)  0.26

Calculated values
Frontier orbital gap   0.3428 Ha
Structure (SMILES)   NNC=S
Relative energy (zero: lowest compared OMol25 entry of this formula, charge and spin)   302.4 kJ/mol
HOMO   -8.84 eV

---

Entry 7:
Computed, not measured: one molecule with the formula CH4N2S2, with the ωB97M-V functional and the def2-TZVPD basis.

Last column: Mulliken charge in e.
CARTESIAN COORDINATES (ANGSTROEM)
S (2.422, -0.302, -0.083)  -0.16
N (0.699, -0.461, -0.195)  -0.48
C (0.040, 0.620, 0.005)  0.13
N (-1.297, 0.726, -0.254)  -0.25
S (-2.167, -0.725, -0.080)  -0.16
H (2.705, -1.609, -0.114)  0.15
H (0.436, 1.615, 0.184)  0.28
H (-1.746, 1.535, 0.191)  0.31
H (-1.092, -1.401, 0.345)  0.19

Calculated values
Frontier orbital gap   0.3274 Ha
Structure (SMILES)   S/N=C/NS
Relative energy (zero: lowest compared OMol25 entry of this formula, charge and spin)   141.3 kJ/mol
HOMO   -8.26 eV

---

Entry 8:
Computed, not measured: an isolated ion of composition CH4N3 and charge +1, with the ωB97M-V functional and the def2-TZVPD basis.

Last column: Mulliken charge in e.
CARTESIAN COORDINATES (ANGSTROEM)
C (-0.668, -0.285, -0.561)  0.12
N (1.221, 1.566, -0.392)  -0.32
N (0.074, 0.884, -0.297)  0.13
N (-0.509, -1.444, -0.152)  -0.16
H (1.043, 2.563, -0.095)  0.32
H (-0.646, 1.561, -0.062)  0.30
H (0.197, -1.726, 0.524)  0.29
H (-1.345, -1.974, -0.264)  0.32

Calculated values
Frontier orbital gap (spin up / spin down)   0.2913 / 0.3254 Ha
Total charge   +1
Relative energy (zero: lowest compared OMol25 entry of this formula, charge and spin)   465.5 kJ/mol
HOMO (spin up / spin down)   -15.06 / -15.51 eV

---

Entry 9:
Computed, not measured: a 2-piece molecular cluster, CH4N3 overall, with the ωB97M-V functional and the def2-TZVPD basis.

Last column: Mulliken charge in e.
CARTESIAN COORDINATES (ANGSTROEM)
C (-0.040, -0.481, -0.347)  0.14
N (-2.038, 0.824, 0.073)  -0.24
N (-0.823, -1.300, 0.195)  -0.53
N (-0.643, 0.942, 0.042)  0.07
H (-0.987, -2.277, -0.191)  0.34
H (0.861, -0.294, -0.845)  0.37
H (-0.454, 1.984, 0.063)  0.35
H (-2.358, -0.639, -0.021)  0.51

Calculated values
Frontier orbital gap (spin up / spin down)   0.3386 / 0.3386 Ha
Total charge   +1
Relative energy (zero: lowest compared OMol25 entry of this formula, charge and spin)   599.9 kJ/mol
HOMO (spin up / spin down)   -16.30 / -16.30 eV

---

Entry 10:
Computed, not measured: an isolated ion of composition CH4N3 and charge +1, with the ωB97M-V functional and the def2-TZVPD basis.

Last column: Mulliken charge in e.
CARTESIAN COORDINATES (ANGSTROEM)
N (1.875, 0.216, 1.166)  0.02
N (1.131, 0.674, 0.370)  0.36
C (-0.214, 0.483, -0.237)  -0.21
N (-0.582, -0.804, -0.166)  -0.32
H (0.024, 0.747, -1.275)  0.30
H (-0.974, 1.225, 0.357)  0.34
H (-0.184, -1.463, -0.844)  0.27
H (-1.076, -1.077, 0.630)  0.24

Calculated values
Frontier orbital gap (spin up / spin down)   0.3387 / 0.3387 Ha
Structure (SMILES)   N#[N+]CN
Total charge   +1
Relative energy (zero: lowest compared OMol25 entry of this formula, charge and spin)   235.9 kJ/mol
HOMO (spin up / spin down)   -16.41 / -16.41 eV